#P
DFT (wB97M-V/def2-TZVPD) results for 3 unconnected molecules or ions with the total composition C2H9NO2.

Geometry (Å):
C (1.953, 0.481, 0.801)
N (0.758, 0.321, 0.435)
C (-0.269, 0.411, 1.477)
H (2.732, 0.265, 0.100)
H (2.203, 1.034, 1.711)
H (-0.298, -0.518, 2.019)
H (-0.015, 1.192, 2.207)
H (-1.221, 0.676, 1.026)
O (-2.572, -0.176, -0.978)
H (-1.625, -0.373, -1.028)
H (-2.887, -0.493, -1.828)
O (0.057, -0.881, -2.117)
H (0.498, -0.417, -1.377)
H (0.685, -1.522, -2.448)

## Properties
LUMO level = 0.844 eV
Kohn-Sham gap = 11.138 eV
HOMO = -10.29 eV
SMILES = C=NC.O.O

---

#Q
DFT (wB97M-V/def2-TZVPD) results for 3 unconnected molecules or ions with the total composition C2H9NO2.

Geometry (Å):
C (0.565, -1.382, -1.408)
C (0.119, -1.220, -0.167)
N (0.948, -0.826, 0.903)
H (1.618, -1.218, -1.610)
H (-0.165, -1.597, -2.162)
H (-0.920, -1.181, 0.108)
H (1.915, -0.665, 0.589)
H (1.001, -1.338, 1.768)
O (-2.065, 1.073, -0.484)
H (-1.399, 1.410, 0.158)
H (-2.493, 1.876, -0.797)
O (-0.023, 1.867, 1.159)
H (0.669, 2.288, 0.643)
H (0.231, 0.914, 1.300)

## Properties
LUMO level = 0.829 eV
Kohn-Sham gap = 9.783 eV
HOMO = -8.95 eV
SMILES = C=CN.O.O

---

#R
DFT (wB97M-V/def2-TZVPD) results for a molecular structure, C2H9NO2.

Geometry (Å):
C (-0.748, 0.746, -0.309)
C (-1.813, 0.001, 0.466)
N (-0.155, -0.043, -1.292)
H (0.413, 0.492, -1.940)
H (0.462, -0.742, -0.829)
H (-1.099, 1.699, -0.706)
H (0.214, 0.883, 0.653)
H (-2.627, -0.275, -0.203)
H (-2.195, 0.624, 1.271)
H (-1.385, -0.898, 0.906)
O (1.653, -0.937, 0.791)
O (2.745, -0.478, -0.032)
H (3.437, -1.108, 0.197)
H (1.099, 0.036, 1.027)

## Properties
LUMO level = 0.936 eV
Kohn-Sham gap = 10.005 eV
HOMO = -9.07 eV

---

Which of them is least stable? Easy: #R.

---

#P
DFT (wB97M-V/def2-TZVPD) results for a single C4H5NO2 molecule.

Geometry (Å):
O (-2.430, 0.685, -0.375)
C (-1.475, -0.215, 0.113)
C (-0.025, 0.175, -0.037)
C (1.049, -0.719, 0.242)
C (2.139, 0.075, 0.170)
O (1.785, 1.320, -0.169)
N (0.404, 1.383, -0.294)
H (-2.368, 0.707, -1.338)
H (-1.664, -0.302, 1.190)
H (-1.597, -1.226, -0.307)
H (0.994, -1.779, 0.440)
H (3.188, -0.103, 0.365)

## Properties
LUMO level = 0.821 eV
Kohn-Sham gap = 10.911 eV
HOMO = -10.09 eV
SMILES = OCc1ccon1

---

#Q
DFT (wB97M-V/def2-TZVPD) results for a molecular structure, C4H5NO2.

Geometry (Å):
C (-1.474, -0.714, -0.116)
C (-0.056, -0.344, 0.173)
C (0.623, 1.012, 0.222)
O (0.092, 2.213, 0.401)
N (1.826, 0.667, -0.063)
C (1.287, -0.721, -0.235)
O (0.787, -1.196, 0.990)
H (-1.551, -1.529, -0.839)
H (-1.980, -1.020, 0.805)
H (-2.004, 0.157, -0.511)
H (0.781, 2.860, 0.173)
H (1.668, -1.385, -1.000)

## Properties
LUMO level = 0.726 eV
Kohn-Sham gap = 10.262 eV
HOMO = -9.54 eV

---

#R
DFT (wB97M-V/def2-TZVPD) results for a single C4H5NO2 molecule.

Geometry (Å):
C (1.171, -0.411, -2.121)
O (1.168, 0.456, -1.039)
C (0.220, 0.171, -0.092)
C (0.193, 0.863, 1.126)
N (-0.773, 0.390, 1.864)
O (-1.419, -0.572, 1.115)
C (-0.848, -0.647, -0.090)
H (1.840, 0.021, -2.943)
H (0.159, -0.395, -2.613)
H (1.479, -1.483, -1.809)
H (0.906, 1.507, 1.588)
H (-1.392, -1.318, -0.814)

## Properties
LUMO level = 0.833 eV
Kohn-Sham gap = 10.094 eV
HOMO = -9.26 eV
SMILES = COc1cnoc1

---

#S
DFT (wB97M-V/def2-TZVPD) results for 2 unconnected molecules or ions with the total composition C4H5NO2.

Geometry (Å):
O (3.375, 0.050, -0.512)
C (2.296, -0.169, -0.829)
C (0.651, 0.514, 0.688)
C (-0.330, 1.133, -0.214)
N (-0.312, -0.350, -0.229)
C (-1.387, -1.093, 0.315)
O (-2.320, -0.589, 0.876)
H (0.279, -0.788, -0.948)
H (0.261, 0.409, 1.706)
H (0.020, 1.536, -1.168)
H (-1.288, 1.527, 0.121)
H (-1.245, -2.179, 0.195)

## Properties
LUMO level = 0.474 eV
Kohn-Sham gap = 8.528 eV
HOMO = -8.05 eV

---

Which of them is least stable? Easy: #S.

---

#P
DFT (wB97M-V/def2-TZVPD) results for a single C4H5NO2 molecule.

Geometry (Å):
C (0.055, 1.193, -1.193)
C (-0.214, 0.022, -0.291)
C (0.334, -1.280, -0.514)
O (0.309, -2.098, 0.418)
C (0.110, -0.839, 2.102)
O (-0.411, -1.262, 3.049)
N (-0.688, 0.125, 0.938)
H (-0.869, 1.573, -1.644)
H (0.519, 2.017, -0.638)
H (0.731, 0.915, -2.007)
H (0.939, -1.468, -1.413)
H (-0.809, 1.085, 1.268)

## Properties
LUMO level (spin up / spin down) = -0.702 / -0.703 eV
Kohn-Sham gap (spin up / spin down) = 7.590 / 7.593 eV
HOMO (spin up / spin down) = -8.29 / -8.30 eV

---

#Q
DFT (wB97M-V/def2-TZVPD) results for a molecular structure, C4H5NO2.

Geometry (Å):
N (0.354, 0.860, 1.108)
C (0.136, 0.196, -0.196)
C (-1.251, 0.030, -0.761)
C (-0.725, -1.054, 0.109)
O (0.248, -1.823, -0.801)
C (1.108, -0.804, -0.698)
O (2.310, -0.787, -0.806)
H (0.000, 1.815, 1.203)
H (1.345, 0.837, 1.371)
H (-2.009, 0.676, -0.316)
H (-1.318, -0.066, -1.842)
H (-0.199, 0.121, 1.629)

## Properties
LUMO level = 0.009 eV
Kohn-Sham gap = 8.388 eV
HOMO = -8.38 eV

---

Which of them is least stable? Easy: #Q.

---

#P
DFT (wB97M-V/def2-TZVPD) results for a single C4H5NO2 molecule.

Geometry (Å):
O (-1.019, 1.190, 0.733)
C (-0.431, 1.410, -0.281)
C (0.672, 0.353, -0.654)
C (1.252, -0.468, 0.431)
N (0.261, -0.998, -0.307)
C (-1.142, -1.130, 0.176)
O (-2.073, -0.643, -0.446)
H (-0.672, 2.394, -0.924)
H (1.285, 0.631, -1.552)
H (1.117, 0.046, 1.482)
H (2.135, -1.076, 0.316)
H (-1.385, -1.710, 1.026)

## Properties
LUMO level = 0.701 eV
Kohn-Sham gap = 10.546 eV
HOMO = -9.84 eV
SMILES = O=C[C@H]1CN1C=O

---

#Q
DFT (wB97M-V/def2-TZVPD) results for a single C4H5NO2 molecule.

Geometry (Å):
O (-1.621, 0.757, -1.447)
C (-1.241, -0.424, -0.883)
O (-1.744, -0.740, 0.459)
C (-0.420, -0.422, 0.298)
C (0.475, 0.499, 0.986)
C (1.658, -0.005, 0.279)
N (0.752, -0.993, 0.891)
H (-1.232, 1.465, -0.911)
H (-1.314, -1.254, -1.578)
H (0.380, 1.004, 1.939)
H (1.687, 0.056, -0.811)
H (2.621, 0.057, 0.777)

## Properties
LUMO level = 0.786 eV
Kohn-Sham gap = 10.970 eV
HOMO = -10.18 eV
SMILES = O[C@@H]1O[C@]12[C@@H]1CN12

---

Which of them is least stable? Easy: #Q.

---

#P
DFT (wB97M-V/def2-TZVPD) results for a molecular structure, C4H5NO2.

Geometry (Å):
O (0.041, 1.621, -0.811)
C (0.325, 0.931, 0.253)
N (1.403, 0.001, 0.297)
C (0.544, -1.046, -0.306)
C (-0.914, -0.454, -0.075)
O (-1.175, -0.664, 1.338)
C (-0.876, 0.647, 0.992)
H (2.136, 0.297, -0.340)
H (0.635, -2.002, 0.218)
H (0.714, -1.177, -1.380)
H (-0.929, 0.797, -1.028)
H (-1.689, 1.368, 0.971)

## Properties
LUMO level = 0.078 eV
Kohn-Sham gap = 9.322 eV
HOMO = -9.24 eV

---

#Q
DFT (wB97M-V/def2-TZVPD) results for a single C4H5NO2 molecule.

Geometry (Å):
O (-2.474, 0.324, 0.101)
C (-1.519, -0.586, 0.162)
C (-0.316, -0.032, -0.518)
C (0.531, 0.766, 0.526)
N (1.854, 0.147, 0.477)
C (1.746, -0.840, -0.307)
O (0.567, -1.094, -0.919)
H (-3.113, -0.175, 0.639)
H (-0.566, 0.566, -1.402)
H (0.581, 1.829, 0.279)
H (0.126, 0.673, 1.542)
H (2.540, -1.539, -0.553)

## Properties
LUMO level = 0.573 eV
Kohn-Sham gap = 9.708 eV
HOMO = -9.14 eV

---

#R
DFT (wB97M-V/def2-TZVPD) results for a molecular structure, C4H5NO2.

Geometry (Å):
O (-2.417, 0.941, 0.054)
C (-1.655, -0.243, 0.130)
C (-0.165, -0.027, 0.124)
N (0.329, 0.768, -0.903)
O (1.559, 0.837, -0.980)
C (2.069, -0.346, 0.386)
C (0.816, -0.613, 0.875)
H (-2.150, 1.406, -0.749)
H (-1.927, -0.748, 1.058)
H (-1.901, -0.926, -0.700)
H (2.827, 0.236, 0.908)
H (2.467, -1.119, -0.277)

## Properties
LUMO level = -0.989 eV
Kohn-Sham gap = 8.701 eV
HOMO = -9.69 eV

---

#S
DFT (wB97M-V/def2-TZVPD) results for a single C4H5NO2 molecule.

Geometry (Å):
C (-0.386, -2.018, -0.553)
O (-0.159, -0.691, -1.000)
C (-0.100, 0.233, -0.050)
C (0.115, 1.599, -0.325)
C (0.314, 2.169, 0.894)
O (0.119, 1.217, 1.847)
N (-0.165, 0.006, 1.239)
H (0.414, -2.347, 0.118)
H (-1.343, -2.073, -0.028)
H (-0.404, -2.625, -1.457)
H (0.254, 2.118, -1.259)
H (1.342, 2.413, 0.574)

## Properties
LUMO level = 0.421 eV
Kohn-Sham gap = 10.149 eV
HOMO = -9.73 eV
SMILES = COc1ccon1

---

Which of them is least stable? Easy: #P.

---

#P
DFT (wB97M-V/def2-TZVPD) results for a single C4H5NO2 molecule.

Geometry (Å):
O (1.294, -1.278, -1.799)
C (0.620, -0.811, -0.908)
N (-0.713, -0.522, -0.941)
C (-1.106, 0.089, 0.307)
C (0.159, 0.892, 0.709)
O (0.676, 0.336, 1.847)
C (1.191, -0.070, 0.347)
H (-1.262, -0.526, -1.784)
H (-1.227, -0.692, 1.072)
H (-2.010, 0.685, 0.246)
H (0.178, 1.949, 0.467)
H (2.263, -0.060, 0.444)

## Properties
LUMO level = 0.590 eV
Kohn-Sham gap = 10.543 eV
HOMO = -9.95 eV
SMILES = O=C1NC[C@H]2O[C@@H]12

---

#Q
DFT (wB97M-V/def2-TZVPD) results for a single C4H5NO2 molecule.

Geometry (Å):
C (-1.497, -0.347, -0.728)
C (-0.130, 0.107, -0.326)
C (0.232, 1.342, 0.046)
O (1.411, 1.352, 0.714)
C (1.758, -0.182, 1.031)
O (2.769, -0.571, 1.538)
N (0.870, -0.775, 0.092)
H (-1.559, -0.708, -1.758)
H (-1.852, -1.148, -0.065)
H (-2.193, 0.491, -0.622)
H (-0.438, 2.202, 0.027)
H (0.629, -1.761, 0.051)

## Properties
LUMO level = 0.630 eV
Kohn-Sham gap = 9.105 eV
HOMO = -8.47 eV
SMILES = Cc1coc(=O)[nH]1

---

#R
DFT (wB97M-V/def2-TZVPD) results for 3 unconnected molecules or ions with the total composition C4H5NO2.

Geometry (Å):
O (1.498, 0.645, 1.759)
C (1.203, 0.621, 0.492)
C (0.162, -0.258, 0.015)
N (-0.131, -1.333, 0.730)
O (-1.173, -1.888, 0.075)
C (-1.459, -1.110, -1.024)
C (-0.665, -0.011, -1.109)
H (0.825, 0.120, 2.241)
H (0.250, 2.078, -0.440)
H (1.975, 1.036, -0.147)
H (-2.298, -1.485, -1.597)
H (-0.187, 1.583, -0.994)

## Properties
LUMO level (spin up / spin down) = -1.240 / -1.242 eV
Kohn-Sham gap (spin up / spin down) = 7.255 / 7.251 eV
HOMO (spin up / spin down) = -8.49 / -8.49 eV

---

#S
DFT (wB97M-V/def2-TZVPD) results for a single C4H5NO2 molecule.

Geometry (Å):
O (1.346, -1.499, -0.113)
C (1.279, -0.386, -0.588)
C (0.632, 0.685, 0.272)
C (-0.718, 1.264, 0.200)
N (-0.472, 0.064, 1.030)
C (-0.860, -1.089, 0.241)
O (-0.994, -1.045, -0.961)
H (1.753, -0.162, -1.550)
H (1.392, 1.215, 0.850)
H (-1.325, 1.115, -0.685)
H (-0.928, 2.151, 0.796)
H (-1.073, -1.989, 0.819)

## Properties
LUMO level = 0.507 eV
Kohn-Sham gap = 10.669 eV
HOMO = -10.16 eV
SMILES = O=C[C@H]1CN1C=O

---

Which of them is least stable? Easy: #R.

---

#P
DFT (wB97M-V/def2-TZVPD) results for a single C4H5NO2 molecule.

Geometry (Å):
N (2.075, 1.151, 0.965)
C (0.830, 0.712, 0.998)
C (-0.307, 0.598, 0.532)
C (-0.946, -0.197, -0.503)
O (-2.315, -0.078, -0.773)
C (-0.621, -1.702, -0.497)
O (0.488, -2.136, -0.320)
H (2.707, 1.090, 1.741)
H (2.450, 1.434, 0.071)
H (-0.334, 0.410, -1.225)
H (-2.584, 0.799, -0.478)
H (-1.491, -2.376, -0.661)

## Properties
LUMO level = 0.688 eV
Kohn-Sham gap = 9.590 eV
HOMO = -8.90 eV
SMILES = NC#C[C@H](O)C=O

---

#Q
DFT (wB97M-V/def2-TZVPD) results for a molecular structure, C4H5NO2.

Geometry (Å):
O (-1.647, 0.504, 1.002)
C (-1.673, -0.254, -0.166)
C (-0.380, 0.167, -0.644)
C (-0.297, 0.960, 0.660)
N (2.500, 0.192, 0.039)
C (2.286, -0.929, -0.126)
O (-0.577, -1.188, -0.236)
H (-2.639, -0.545, -0.558)
H (0.004, 0.385, -1.631)
H (-0.263, 2.046, 0.548)
H (0.434, 0.606, 1.392)
H (2.110, -1.973, -0.278)

## Properties
LUMO level = 1.018 eV
Kohn-Sham gap = 11.080 eV
HOMO = -10.06 eV

---

#R
DFT (wB97M-V/def2-TZVPD) results for a molecular structure, C4H5NO2.

Geometry (Å):
C (-0.654, -0.743, -0.515)
C (-0.602, -0.390, -1.780)
C (0.729, 1.106, -0.403)
C (0.208, -0.068, 1.622)
N (0.119, 0.202, 0.265)
O (1.502, 2.001, -0.410)
O (0.071, 0.694, -2.031)
H (-1.219, -1.601, -0.289)
H (-1.087, -0.812, -2.689)
H (1.093, 0.262, 2.069)
H (-0.459, 0.454, 2.242)
H (0.299, -1.104, 1.918)

## Properties
LUMO level = 0.725 eV
Kohn-Sham gap = 9.182 eV
HOMO = -8.46 eV

---

Which of them is least stable? Easy: #Q.

---

#P
DFT (wB97M-V/def2-TZVPD) results for a single C4H5NO2 molecule.

Geometry (Å):
C (-0.744, -0.822, -0.672)
C (0.322, -1.301, -0.066)
O (1.481, -0.677, 0.478)
C (1.000, 0.659, 0.962)
O (0.777, 1.475, -0.026)
N (-0.515, 1.584, -0.452)
C (-1.020, 0.569, -1.002)
H (-1.503, -1.479, -1.044)
H (0.407, -2.509, 0.209)
H (1.807, 1.084, 1.482)
H (0.002, 0.345, 1.620)
H (-2.012, 1.072, -1.491)

## Properties
LUMO level = 0.284 eV
Kohn-Sham gap = 9.900 eV
HOMO = -9.62 eV
SMILES = C1=COCON=C1

---

#Q
DFT (wB97M-V/def2-TZVPD) results for a single C4H5NO2 molecule.

Geometry (Å):
C (-1.933, 0.349, 0.183)
C (-0.541, -0.194, -0.019)
C (-0.056, -1.323, -0.503)
O (1.360, -1.097, -0.378)
C (0.992, 0.107, 0.146)
O (2.914, 0.663, 0.474)
N (1.368, 1.167, 0.654)
H (-2.150, 0.545, 1.239)
H (-2.091, 1.286, -0.362)
H (-2.679, -0.375, -0.179)
H (-0.383, -2.252, -0.923)
H (3.200, 1.124, -0.333)

## Properties
LUMO level = 0.791 eV
Kohn-Sham gap = 10.488 eV
HOMO = -9.70 eV

---

Which of them is least stable? Easy: #Q.